Below is C41H56BN15STi as an isolated structure, with properties calculated with the ωB97M-V functional and the def2-TZVPD basis.

Cartesian coordinates (Å):
Ti  0.3131  -0.3167  -0.0134
C  4.0516  -2.5816  -0.2470
C  3.3093  -1.4563  0.0798
N  2.0033  -1.6833  -0.1267
N  1.9015  -2.9517  -0.5795
C  3.1122  -3.5073  -0.6663
B  0.5610  -3.5017  -1.0997
N  0.2476  -2.6232  -2.3135
C  0.2861  -2.9768  -3.6044
C  0.3924  -1.8269  -4.3616
C  0.4175  -0.7971  -3.4248
N  0.3206  -1.2808  -2.1830
N  -0.4997  -3.2472  -0.0320
C  -1.2524  -4.1688  0.5680
C  -2.1445  -3.5352  1.4157
C  -1.8648  -2.1887  1.2709
N  -0.8637  -2.0071  0.3814
H  5.1171  -2.7147  -0.1797
H  3.6755  -0.5132  0.4415
H  3.2344  -4.5206  -1.0126
H  0.6297  -4.6525  -1.3825
H  0.2485  -4.0133  -3.8977
H  0.4438  -1.7416  -5.4332
H  0.5000  0.2583  -3.6129
H  -1.1131  -5.2169  0.3592
H  -2.8937  -3.9851  2.0429
H  -2.3296  -1.3610  1.7666
C  3.0620  2.6673  3.6824
C  3.1513  1.8345  2.3934
C  4.3209  2.3284  1.5398
C  3.2600  0.3618  2.7429
C  4.3999  -0.0600  3.4173
C  4.5243  -1.3545  3.8845
C  3.4763  -2.2407  3.7251
C  2.3142  -1.8706  3.0612
C  1.0982  -2.7792  3.1383
C  1.3768  -4.2509  2.8245
C  0.5126  -2.6443  4.5544
C  2.2381  -0.5809  2.5100
N  1.0016  -0.1757  1.8535
C  0.2242  0.4992  2.7219
C  -1.0307  0.9449  2.4708
C  -1.8430  1.6930  3.3756
C  -3.0390  1.8268  2.7545
C  -2.9598  1.1117  1.5028
N  -1.7264  0.6419  1.2972
C  -4.2329  0.8543  0.7337
C  -4.0470  0.0276  -0.5318
C  -4.8853  2.1997  0.3746
C  -5.1740  0.0721  1.6732
H  2.7709  3.6936  3.4532
H  4.0258  2.6978  4.1911
H  2.3352  2.2481  4.3802
H  2.2369  1.9999  1.8276
H  5.2747  2.2070  2.0539
H  4.1945  3.3918  1.3270
H  4.3788  1.7953  0.5909
H  5.1959  0.6504  3.6036
H  5.4145  -1.6524  4.4228
H  3.5529  -3.2287  4.1601
H  0.3452  -2.4095  2.4435
H  2.2725  -4.6137  3.3279
H  1.5044  -4.4182  1.7578
H  0.5406  -4.8627  3.1668
H  1.2094  -3.0300  5.2996
H  -0.4213  -3.2023  4.6378
H  0.3150  -1.5974  4.7944
H  0.6137  0.6669  3.7213
H  -1.5425  2.0616  4.3445
H  -3.9154  2.3216  3.1394
H  -3.6570  0.6497  -1.3286
H  -5.0142  -0.3739  -0.8406
H  -3.3606  -0.7994  -0.3526
H  -4.1841  2.8456  -0.1587
H  -5.2417  2.7317  1.2568
H  -5.7454  2.0227  -0.2723
H  -4.8210  -0.9531  1.8070
H  -6.1688  0.0333  1.2285
H  -5.2639  0.5345  2.6556
N  3.8048  1.2387  -2.6961
C  3.0534  0.2086  -2.3043
N  2.1217  0.6511  -1.4848
C  2.3644  1.9868  -1.4109
N  3.3831  2.3802  -2.1377
C  1.5067  2.8776  -0.6575
C  1.6636  4.2579  -0.7637
N  0.8228  5.0979  -0.1848
C  -0.1723  4.5548  0.5028
C  -0.3128  3.1797  0.6386
N  0.5324  2.3191  0.0673
H  4.6114  1.2495  -3.3002
H  3.1887  -0.8059  -2.6428
H  2.4893  4.6638  -1.3347
H  -0.8852  5.2323  0.9558
H  -1.1375  2.7854  1.2065
C  -2.7938  -1.0526  -3.1414
N  -2.8277  0.2571  -3.7687
C  -3.9955  0.4943  -4.6143
C  -1.9688  1.2474  -3.4572
S  -1.1781  1.4033  -1.9396
N  -1.7723  2.2105  -4.3751
C  -1.1562  3.4875  -4.0335
C  -1.9110  1.9724  -5.8097
H  -2.4652  -1.8033  -3.8636
H  -3.7900  -1.3275  -2.7958
H  -2.1186  -1.0491  -2.2938
H  -4.8799  0.1469  -4.0783
H  -3.9408  -0.0476  -5.5600
H  -4.1138  1.5559  -4.8079
H  -1.5247  3.8443  -3.0763
H  -1.4175  4.2106  -4.8044
H  -0.0670  3.4104  -3.9813
H  -2.0437  0.9145  -6.0135
H  -0.9967  2.3049  -6.3027
H  -2.7443  2.5367  -6.2305

Calculated values
Gap between HOMO and LUMO (spin up / spin down) (Eh): 0.2292 / 0.2291
Total charge: +2
Multiplicity: 1

Here are the Löwdin charges for atoms 1 to 99, given in e: atom 1 (Ti): 1.175, atom 2 (C): -0.001, atom 3 (C): -0.140, atom 4 (N): -0.035, atom 5 (N): 0.001, atom 6 (C): -0.028, atom 7 (B): -0.517, atom 8 (N): -0.012, atom 9 (C): -0.042, atom 10 (C): -0.025, atom 11 (C): -0.206, atom 12 (N): -0.049, atom 13 (N): -0.001, atom 14 (C): -0.028, atom 15 (C): 0.003, atom 16 (C): -0.115, atom 17 (N): -0.042, atom 18 (H): 0.116, atom 19 (H): 0.111, atom 20 (H): 0.141, atom 21 (H): 0.136, atom 22 (H): 0.138, atom 23 (H): 0.111, atom 24 (H): 0.085, atom 25 (H): 0.145, atom 26 (H): 0.119, atom 27 (H): 0.100, atom 28 (C): -0.037, atom 29 (C): -0.373, atom 30 (C): -0.047, atom 31 (C): -0.160, atom 32 (C): -0.019, atom 33 (C): -0.031, atom 34 (C): -0.016, atom 35 (C): -0.140, atom 36 (C): -0.357, atom 37 (C): -0.039, atom 38 (C): -0.032, atom 39 (C): -0.199, atom 40 (N): -0.043, atom 41 (C): -0.065, atom 42 (C): -0.340, atom 43 (C): 0.026, atom 44 (C): 0.002, atom 45 (C): -0.222, atom 46 (N): 0.065, atom 47 (C): -0.526, atom 48 (C): -0.069, atom 49 (C): -0.022, atom 50 (C): -0.020, atom 51 (H): 0.087, atom 52 (H): 0.089, atom 53 (H): 0.079, atom 54 (H): 0.092, atom 55 (H): 0.084, atom 56 (H): 0.089, atom 57 (H): 0.061, atom 58 (H): 0.120, atom 59 (H): 0.118, atom 60 (H): 0.118, atom 61 (H): 0.086, atom 62 (H): 0.078, atom 63 (H): 0.062, atom 64 (H): 0.087, atom 65 (H): 0.093, atom 66 (H): 0.084, atom 67 (H): 0.076, atom 68 (H): 0.151, atom 69 (H): 0.132, atom 70 (H): 0.123, atom 71 (H): 0.032, atom 72 (H): 0.103, atom 73 (H): 0.061, atom 74 (H): 0.089, atom 75 (H): 0.087, atom 76 (H): 0.097, atom 77 (H): 0.087, atom 78 (H): 0.099, atom 79 (H): 0.085, atom 80 (N): 0.080, atom 81 (C): -0.127, atom 82 (N): 0.080, atom 83 (C): -0.324, atom 84 (N): 0.163, atom 85 (C): -0.238, atom 86 (C): -0.041, atom 87 (N): 0.127, atom 88 (C): -0.063, atom 89 (C): -0.105, atom 90 (N): 0.022, atom 91 (H): 0.178, atom 92 (H): 0.150, atom 93 (H): 0.129, atom 94 (H): 0.125, atom 95 (H): 0.080, atom 96 (C): -0.065, atom 97 (N): -0.174, atom 98 (C): -0.027, atom 99 (C): -0.666

=====

Below is BF4Rb as an isolated structure, with properties calculated with the ωB97M-V functional and the def2-TZVPD basis.

Cartesian coordinates (Å):
Rb  0.7715  -0.0750  2.7248
B  -0.1767  0.0196  -0.5828
F  0.1403  1.1838  -1.2770
F  -0.8169  -0.9024  -1.3920
F  1.0339  -0.5566  -0.0442
F  -0.9522  0.3306  0.5712

Calculated values
Gap between HOMO and LUMO (Eh): 0.3788
Total charge: 0
Multiplicity: 1

Löwdin atomic charges, in units of e: atom 1 (Rb): 1.083, atom 2 (B): -1.262, atom 3 (F): 0.118, atom 4 (F): 0.132, atom 5 (F): -0.045, atom 6 (F): -0.028

=====

The following energy values (in a.u.) correspond, in order, to the records above: -3689.46560, -448.66885.
The following largest force on an atom values (in eV/A) correspond, in order, to the records above: 1.380, 0.697.
The following energy above the lowest of the compared OMol25 structures with the same formula, charge and spin values (in kJ/mol) correspond, in order, to the records above: 47.7, 0.0.